Computed, not measured: a cluster of 10 separate species, C4H28N2O10 in total, with the ωB97M-V functional and the def2-TZVPD basis.

## Properties
Multiplicity ... 1
Largest force on an atom ... 0.153 Eh/bohr
SMILES ... NCC[C@@H](N)C=O.O.O.O.O.O.O.O.O.O
Relative energy (zero: lowest compared OMol25 entry of this formula, charge and spin) ... 171.7 kcal/mol
Frontier orbital gap ... 9.95 eV

The geometry in XYZ format:
```
44
Properties=species:S:1:pos:R:3:forces:R:3:nbo_charge:R:1
O 0.505 -1.484 1.836 -1.439 0.213 -0.359 -0.574
C 1.529 -1.383 1.227 1.157 0.524 0.138 0.439
C 1.751 -0.655 -0.121 1.782 1.439 3.686 -0.156
C 0.757 -1.039 -1.095 -3.742 -0.906 -2.261 -0.487
C 1.376 -0.843 -2.435 0.693 0.563 -3.422 -0.225
N 0.878 0.451 -3.097 -0.798 -0.275 -0.666 -0.870
N 1.640 0.830 0.284 2.864 -0.012 -2.239 -0.879
H 2.367 -1.830 1.765 1.063 0.297 -0.307 0.130
H 2.862 -0.812 -0.437 -2.197 -0.108 0.519 0.226
H 0.366 -2.065 -0.981 0.590 0.223 0.161 0.255
H -0.277 -0.434 -1.182 2.364 -0.943 0.988 0.228
H 2.476 -0.816 -2.342 -0.304 1.026 0.290 0.184
H 1.477 -1.704 -3.187 -1.644 0.966 0.855 0.221
H 0.071 0.369 -3.760 1.362 -1.021 0.232 0.363
H 0.358 1.072 -2.467 0.921 -0.432 0.724 0.351
H 0.739 1.144 -0.080 0.481 0.289 -0.090 0.381
H 2.452 1.328 -0.315 -2.754 -1.058 1.955 0.382
H -3.601 -0.292 -1.073 6.562 1.318 1.974 0.452
H -4.417 -0.410 -2.309 0.276 0.234 0.120 0.473
O -4.405 -0.447 -1.351 -7.002 -1.636 -1.944 -0.924
H 2.121 0.458 2.731 0.286 -0.496 -2.498 0.469
H 2.117 1.634 3.628 0.029 -0.037 0.122 0.472
O 2.002 0.678 3.617 -0.456 0.763 2.336 -0.940
H -0.794 -0.128 2.575 -1.562 -0.556 -0.956 0.478
H -2.125 -0.260 3.146 -2.225 -0.688 3.438 0.466
O -1.770 -0.112 2.331 3.315 0.141 -2.442 -0.939
H -1.761 -2.451 0.538 1.016 0.809 0.015 0.466
H -2.978 -2.788 1.357 0.681 -0.467 -1.432 0.472
O -2.488 -3.050 0.527 -1.587 -0.271 1.468 -0.938
H 1.697 -3.347 0.942 -1.472 -0.021 2.612 0.465
H 2.062 -4.524 0.049 0.171 2.444 0.110 0.492
O 2.123 -3.511 0.151 1.347 -3.479 -2.958 -0.940
H -2.282 1.750 -1.822 -0.406 -0.031 -0.847 0.498
H -2.383 1.860 -3.463 -1.540 -0.569 3.070 0.465
O -2.912 1.652 -2.581 2.096 0.665 -2.349 -0.977
H -0.262 2.260 1.548 0.885 -0.003 0.242 0.470
H -0.727 1.653 2.922 -0.154 1.147 -1.018 0.483
O -0.947 2.299 2.209 0.142 0.267 1.788 -0.954
H -1.188 1.148 0.514 -0.906 2.516 -2.159 0.526
H -1.563 2.737 0.215 0.683 -2.503 -0.942 0.517
O -1.208 1.887 -0.245 -0.540 -0.286 2.193 -1.028
H 1.838 3.866 -1.568 -7.563 1.879 0.049 0.456
H 2.754 2.764 -1.949 -0.242 -0.598 -0.563 0.470
O 2.663 3.634 -1.590 7.765 -1.324 0.367 -0.922
```
Positions in Å, forces in eV/Å.

---

Computed, not measured: a cluster of 2 separate species, C7H10 in total, with the ωB97M-V functional and the def2-TZVPD basis.

## Properties
Multiplicity ... 1
Largest force on an atom ... 0.006 Eh/bohr
SMILES ... C1=C2[C@H]3C[C@H]3[C@H]2C1.[H][H]
Relative energy (zero: lowest compared OMol25 entry of this formula, charge and spin) ... 125.1 kcal/mol
Frontier orbital gap ... 9.84 eV

The geometry in XYZ format:
```
17
Properties=species:S:1:pos:R:3:forces:R:3:nbo_charge:R:1
C 0.959 -0.507 1.255 -0.094 -0.005 0.163 -0.410
C 1.725 0.095 0.109 0.271 0.175 0.020 -0.257
C 1.030 -1.273 -0.034 0.049 -0.321 0.021 -0.212
C 0.140 -0.729 -1.189 0.056 -0.087 -0.149 -0.248
C -1.286 -0.087 -1.130 -0.198 -0.055 -0.041 -0.421
C -0.553 1.224 -0.820 0.057 0.114 0.070 -0.193
C 0.648 0.618 -0.830 -0.153 0.086 -0.015 0.021
H 1.562 -0.929 2.057 -0.083 0.064 -0.142 0.222
H 0.034 -0.041 1.589 0.147 -0.058 -0.099 0.216
H 2.783 0.331 0.155 -0.182 -0.043 0.000 0.231
H 1.507 -2.249 -0.060 -0.078 0.169 0.020 0.219
H 0.439 -1.157 -2.150 -0.043 0.053 0.142 0.212
H -1.872 -0.424 -0.266 0.091 0.047 -0.112 0.213
H -1.903 -0.170 -2.033 0.094 0.012 0.142 0.206
H -0.917 2.185 -0.464 0.086 -0.152 -0.051 0.202
H -2.363 1.339 1.694 0.027 0.040 0.052 -0.004
H -1.934 1.774 2.117 -0.048 -0.040 -0.021 0.003
```
Positions in Å, forces in eV/Å.

---

Computed, not measured: a cluster of 9 separate species, C42H72F18O21 in total, with the ωB97M-V functional and the def2-TZVPD basis.

## Properties
Multiplicity ... 1
Largest force on an atom ... 0.098 Eh/bohr
SMILES ... CCOC(=O)C(F)(F)F.CCOC(=O)C(F)(F)F.CCOC(=O)C(F)(F)F.CCOC(=O)C(F)(F)F.CCOC(=O)C(F)(F)F.CCOC(=O)C(F)(F)F.COCCOCCOC.COCCOCCOC.COCCOCCOC
Frontier orbital gap ... 9.75 eV

The geometry in XYZ format:
```
153
Properties=species:S:1:pos:R:3:forces:R:3:lowdin_charge:R:1
C -5.666 3.830 -2.734 -0.017 -0.450 -1.241 -0.117
O -5.290 2.691 -2.016 -0.148 0.059 0.927 -0.171
C -6.376 1.833 -1.739 0.762 -0.852 -0.080 -0.214
C -5.894 0.733 -0.805 -0.826 1.230 2.055 -0.140
O -5.458 1.349 0.462 -0.556 0.299 -1.765 -0.144
C -5.046 0.359 1.361 0.538 0.579 -0.356 -0.200
C -4.466 1.027 2.618 -0.015 -0.987 -0.816 -0.158
O -3.786 -0.027 3.276 -0.885 -0.316 -0.878 -0.194
C -3.176 0.273 4.467 -0.006 0.743 0.948 -0.126
H -5.796 3.484 -3.759 -0.503 0.296 -0.463 0.085
H -4.866 4.567 -2.813 0.078 -0.099 0.642 0.085
H -6.597 4.273 -2.380 0.022 0.157 0.176 0.088
H -6.762 1.344 -2.633 0.246 -0.190 -0.599 0.121
H -7.278 2.318 -1.367 0.270 0.548 0.622 0.124
H -5.168 0.024 -1.204 0.428 0.392 -0.131 0.115
H -6.771 0.162 -0.501 -0.281 -0.396 -0.350 0.119
H -4.251 -0.152 0.818 0.244 -0.686 0.587 0.104
H -5.887 -0.305 1.560 0.036 -0.319 0.388 0.129
H -5.248 1.499 3.213 -0.090 -0.078 0.293 0.131
H -3.762 1.792 2.291 0.116 0.183 0.022 0.103
H -3.852 0.449 5.304 -0.677 -0.485 0.171 0.086
H -2.710 1.257 4.424 1.000 -0.111 -0.221 0.071
H -2.538 -0.575 4.716 0.334 0.412 0.054 0.092
C 5.955 5.971 2.375 -1.303 -0.082 0.319 -0.103
O 5.376 5.247 1.268 2.134 -0.458 0.028 -0.158
C 6.307 4.307 0.637 -0.919 0.907 0.902 -0.184
C 5.632 3.587 -0.491 0.057 0.307 -0.553 -0.237
O 4.358 3.073 -0.182 -0.029 -0.699 -1.047 -0.098
C 4.046 2.033 -1.146 -0.716 0.351 1.260 -0.162
C 2.556 1.649 -1.057 -0.041 0.622 0.583 -0.187
O 2.054 1.540 0.267 0.796 -1.795 -0.149 -0.164
C 2.382 0.263 0.837 -0.822 0.256 0.578 -0.079
H 6.728 6.726 2.228 0.481 -0.329 -1.037 0.079
H 6.282 5.312 3.179 0.099 -0.304 -0.081 0.085
H 5.137 6.565 2.783 -0.198 -0.282 0.027 0.059
H 6.720 3.518 1.265 -0.457 0.154 1.048 0.119
H 7.201 4.835 0.304 -0.032 0.239 -0.460 0.121
H 6.320 2.776 -0.730 0.156 -0.310 -0.270 0.119
H 5.562 4.218 -1.378 -0.081 0.218 -0.195 0.126
H 4.696 1.189 -0.915 -0.031 -0.374 0.104 0.112
H 4.265 2.283 -2.184 0.033 0.543 -0.147 0.120
H 2.430 0.723 -1.618 -0.080 -0.192 -0.087 0.093
H 1.861 2.384 -1.462 0.539 0.297 -0.552 0.115
H 3.439 -0.005 0.833 0.222 0.496 0.231 0.092
H 1.884 -0.601 0.398 -0.287 0.198 -0.842 0.051
H 1.938 0.274 1.832 0.576 0.187 0.289 0.093
C -0.896 2.728 0.921 -0.486 -0.339 0.384 -0.103
O -0.404 3.583 1.910 0.173 0.578 0.494 -0.173
C -1.057 3.423 3.174 1.589 1.032 -0.545 -0.168
C -0.788 4.750 3.976 0.203 -0.559 -0.166 -0.138
O 0.645 4.998 4.163 -1.523 -0.014 0.062 -0.119
C 0.936 6.078 5.047 0.647 -0.047 -0.359 -0.196
C 2.468 6.363 5.043 -0.826 -0.090 -0.272 -0.183
O 2.975 6.764 3.787 -0.195 1.048 -0.392 -0.196
C 2.713 8.124 3.403 -0.490 -0.578 -0.251 -0.095
H -0.649 1.699 1.180 -0.019 -0.284 -0.241 0.077
H -0.515 2.959 -0.074 0.318 0.194 0.355 0.068
H -1.980 2.843 0.896 -0.372 -0.228 -0.269 0.085
H -0.664 2.556 3.705 0.496 -0.054 0.206 0.117
H -2.090 3.132 2.984 -0.516 0.821 0.302 0.090
H -1.332 4.702 4.920 0.307 -0.338 0.552 0.110
H -1.275 5.598 3.495 0.309 0.111 -0.584 0.118
H 0.541 5.890 6.046 0.354 -0.423 0.414 0.117
H 0.454 7.027 4.811 -0.347 0.084 -0.789 0.109
H 3.042 5.474 5.305 -0.148 -0.016 0.109 0.128
H 2.665 7.171 5.747 -0.029 -0.040 0.475 0.116
H 2.991 8.893 4.125 0.615 -0.237 0.360 0.083
H 1.663 8.345 3.214 -0.382 -0.460 -0.005 0.076
H 3.202 8.293 2.444 0.280 -0.088 0.216 0.087
C -1.083 3.586 -2.844 1.231 -0.949 -0.889 -0.041
C -0.086 3.853 -4.017 -1.066 0.338 1.052 -0.171
O -0.267 2.812 -5.024 1.588 -1.184 -0.528 0.005
C 0.572 1.718 -5.042 -0.141 1.626 3.687 -0.308
O 1.404 1.510 -4.174 -0.761 0.204 -1.810 0.124
C 0.107 0.651 -6.036 -0.256 1.773 1.551 -0.641
F -1.090 0.261 -5.651 -1.186 -0.714 0.357 0.195
F -0.027 1.226 -7.198 0.399 -0.216 -1.901 0.209
F 0.909 -0.375 -5.994 0.750 -0.729 -0.795 0.204
H -1.167 4.416 -2.143 -0.288 0.069 -0.340 0.086
H -0.596 2.775 -2.303 -0.113 -0.100 0.327 0.045
H -2.006 3.136 -3.210 -0.271 0.640 0.091 0.080
H 0.888 3.939 -3.535 0.359 -0.595 -0.688 0.112
H -0.261 4.796 -4.535 -0.213 -0.216 -0.132 0.118
C -6.851 -6.555 6.804 0.533 -0.071 0.397 -0.077
C -5.676 -6.726 5.850 -1.161 -0.530 0.116 -0.193
O -4.980 -5.445 5.734 0.406 0.050 -0.257 0.021
C -3.991 -5.277 4.839 -0.158 -4.119 -2.372 -0.305
O -3.476 -6.223 4.185 -1.475 3.711 2.409 0.105
C -3.679 -3.775 4.516 0.000 -1.074 0.484 -0.542
F -3.813 -3.580 3.186 0.141 0.095 1.365 0.161
F -4.417 -2.922 5.217 -0.657 0.037 -0.535 0.173
F -2.436 -3.562 4.933 0.858 0.204 -0.668 0.166
H -7.531 -5.770 6.472 0.145 0.122 0.432 0.083
H -6.442 -6.467 7.811 -0.236 0.909 0.099 0.078
H -7.419 -7.479 6.922 -0.003 -0.195 -0.662 0.079
H -6.115 -7.046 4.905 0.647 0.345 -0.426 0.126
H -5.118 -7.570 6.255 0.892 0.486 -0.327 0.126
C 4.745 -1.646 -5.284 -0.333 -0.112 0.592 -0.044
C 5.326 -0.700 -4.231 -0.044 -0.194 -0.769 -0.191
O 6.328 -1.410 -3.483 0.713 -1.689 1.935 -0.004
C 5.959 -2.116 -2.356 -2.522 2.655 -0.749 -0.287
O 4.828 -2.011 -1.881 2.760 -0.828 -0.628 0.110
C 7.093 -2.985 -1.708 0.395 2.181 -0.392 -0.509
F 6.624 -4.208 -1.741 0.455 -0.742 0.649 0.198
F 8.254 -2.889 -2.394 -0.834 -0.427 0.380 0.153
F 7.377 -2.542 -0.437 -0.738 -0.954 -1.333 0.136
H 4.307 -2.503 -4.772 0.006 -0.112 -0.058 0.059
H 5.513 -2.003 -5.970 0.034 0.092 0.091 0.084
H 3.938 -1.192 -5.858 0.096 0.238 0.022 0.075
H 4.586 -0.254 -3.566 -0.021 -0.155 -0.039 0.109
H 5.893 0.075 -4.747 -0.042 0.147 0.282 0.124
C 1.469 -1.821 -2.712 0.003 1.574 0.027 -0.009
C 0.204 -0.986 -2.312 0.387 -0.155 -2.179 -0.197
O -0.089 -1.328 -1.014 -0.684 -1.765 3.555 0.002
C -1.243 -1.144 -0.388 -2.394 2.503 -2.435 -0.314
O -2.193 -0.511 -0.884 2.119 -1.731 1.465 0.110
C -1.280 -1.725 1.058 -1.031 -0.603 -1.537 -0.529
F -0.415 -2.730 1.053 0.367 -0.414 0.926 0.172
F -0.942 -0.787 1.919 0.093 -0.072 0.476 0.190
F -2.510 -2.230 1.375 1.429 0.866 -0.447 0.141
H 2.283 -1.469 -2.078 0.120 -0.255 0.102 0.046
H 1.792 -1.583 -3.726 -0.245 0.191 -0.118 0.065
H 1.444 -2.909 -2.663 -0.685 0.106 0.342 0.073
H -0.635 -1.163 -2.985 -0.218 -0.351 0.080 0.125
H 0.306 0.099 -2.306 0.725 0.046 -0.395 0.110
C -4.996 -3.524 -2.888 0.037 -0.640 -0.764 -0.064
C -3.911 -3.089 -1.954 -1.217 1.085 0.627 -0.274
O -3.097 -4.100 -1.418 2.966 -2.919 -0.837 -0.009
C -2.142 -4.806 -2.241 -2.414 4.085 -1.739 -0.252
O -1.945 -4.480 -3.399 -0.211 -1.062 2.195 0.151
C -1.340 -5.869 -1.503 -1.811 0.244 -0.782 -0.568
F -1.494 -5.718 -0.228 1.021 0.457 1.821 0.212
F -1.907 -7.073 -1.750 1.173 0.054 -0.852 0.166
F -0.075 -5.716 -1.914 -0.422 -1.023 0.511 0.176
H -5.667 -4.312 -2.544 0.250 -0.056 0.511 0.083
H -4.521 -3.911 -3.790 -0.341 0.282 -0.354 0.075
H -5.637 -2.662 -3.072 0.158 0.055 -0.380 0.081
H -4.404 -2.685 -1.070 0.149 -0.025 0.285 0.119
H -3.395 -2.218 -2.358 0.629 -0.402 -0.254 0.114
C 2.960 -3.610 0.301 0.318 -0.164 0.011 -0.053
C 2.571 -4.993 -0.257 0.272 1.100 1.730 -0.206
O 2.992 -4.980 -1.615 -0.365 -1.648 -2.960 -0.019
C 2.827 -6.103 -2.441 0.143 -1.334 2.949 -0.280
O 2.505 -7.197 -1.996 0.536 2.410 -1.594 0.140
C 3.241 -5.854 -3.963 -0.117 1.314 0.236 -0.491
F 3.579 -6.976 -4.631 -0.326 1.146 1.038 0.168
F 2.255 -5.220 -4.618 -0.621 -0.873 0.111 0.149
F 4.231 -4.936 -4.024 0.582 -1.007 0.308 0.131
H 2.336 -2.776 -0.021 -0.167 -0.247 -0.023 0.047
H 3.983 -3.358 0.022 -0.032 -0.139 -0.269 0.060
H 2.999 -3.654 1.389 -0.430 -0.010 0.083 0.084
H 1.516 -5.189 -0.071 -0.112 -0.021 -0.756 0.109
H 3.091 -5.690 0.400 0.353 -0.568 -0.726 0.125
```
Positions in Å, forces in eV/Å.